Entry 1:
Density functional theory data (ωB97M-V/def2-TZVPD) for C23H57N2O7Y as an isolated structure at a distorted geometry.

Results
Max |F| (Eh/bohr): 0.0993
Calculated total energy (Eh): -1584.14841
Total charge: +2
HOMO energy (Eh): -0.4433
LUMO (eV): -10.525
Frontier orbital gap (Ha): 0.0565

Atoms and positions in Å:
Y 0.80 4.82 2.25
C -0.04 1.15 0.97
C 0.94 1.97 0.06
O 0.88 3.37 0.24
H -0.15 0.09 0.78
H -1.03 1.62 0.99
H 0.29 1.18 2.01
H 0.78 1.69 -0.98
H 1.90 1.49 0.27
O -0.28 3.16 3.59
H 0.20 2.71 4.28
H -1.20 2.98 3.78
O -0.87 3.75 -2.13
H -0.31 3.36 -1.46
H -1.34 4.44 -1.67
O 2.55 3.71 -2.43
H 3.34 3.18 -2.37
H 2.12 3.61 -1.58
C 3.65 -4.21 3.16
C 2.39 -3.38 2.69
C 2.60 -1.86 2.48
C 3.26 -1.52 1.16
C 2.50 -2.15 -0.02
C 2.29 -3.69 0.16
N 1.80 -4.03 1.49
O 1.49 -5.36 1.71
C 1.18 -4.09 -0.91
C 3.53 -4.49 -0.32
C 1.27 -3.40 3.78
H 4.39 -4.35 2.37
H 3.32 -5.19 3.52
H 4.18 -3.71 3.97
H 1.70 -1.28 2.33
H 3.30 -1.53 3.24
H 4.27 -1.89 1.28
H 3.33 -0.44 1.03
H 3.08 -1.94 -0.92
H 1.55 -1.67 -0.25
H 0.27 -3.53 -0.74
H 1.54 -4.03 -1.93
H 0.92 -5.15 -0.78
H 4.41 -4.00 0.11
H 3.50 -5.52 0.03
H 3.69 -4.49 -1.39
H 0.30 -3.15 3.35
H 1.30 -2.77 4.67
H 1.15 -4.43 4.14
H 2.37 -5.74 1.75
C -5.51 1.99 -4.74
C -5.54 1.10 -3.45
C -4.52 -0.09 -3.61
C -4.21 -0.83 -2.30
C -3.77 0.12 -1.19
C -4.79 1.26 -0.99
N -5.07 1.87 -2.29
O -5.85 2.98 -2.15
C -5.98 0.70 -0.11
C -3.99 2.27 -0.24
C -7.03 0.56 -3.29
H -6.35 2.69 -4.76
H -5.63 1.32 -5.59
H -4.60 2.56 -4.90
H -4.97 -0.86 -4.24
H -3.59 0.23 -4.06
H -3.40 -1.51 -2.55
H -5.03 -1.37 -1.83
H -2.75 0.36 -1.46
H -3.61 -0.47 -0.28
H -5.61 0.40 0.88
H -6.73 1.45 0.12
H -6.47 -0.15 -0.59
H -3.55 1.80 0.64
H -3.22 2.80 -0.81
H -4.55 3.13 0.13
H -7.55 0.46 -4.25
H -7.57 1.20 -2.60
H -7.13 -0.47 -2.95
H -5.23 3.67 -2.42
C 4.82 2.66 0.66
C 5.91 2.45 1.71
C 6.40 1.07 2.12
O 6.97 3.17 1.21
H 4.74 3.65 0.22
H 3.86 2.51 1.16
H 4.96 1.89 -0.10
H 5.49 2.90 2.61
H 7.45 1.13 2.41
H 6.53 0.39 1.28
H 5.90 0.59 2.96
H 7.68 3.14 1.86

=====

Entry 2:
Density functional theory data (ωB97M-V/def2-TZVPD) for a 3-piece molecular cluster, C23H57N5O2Si4 overall at a distorted geometry.

Results
Max |F| (Eh/bohr): 0.0275
SMILES: C[Si](C)(C)O[Si](C)(C)C.C[Si](C)(C)O[Si](C)(C)C.CCCCCCCc1nnc(NCC)nn1
Calculated total energy (Eh): -2493.04588
HOMO energy (Eh): -0.3427
LUMO (eV): -0.712
Frontier orbital gap (Ha): 0.3165

Atoms and positions in Å:
C -1.74 1.91 4.44
C -2.90 1.15 3.78
C -2.39 0.03 2.89
C -1.64 0.59 1.67
C -0.20 0.08 1.55
C 0.35 0.20 0.12
C 0.99 1.54 -0.19
C 0.04 2.65 -0.48
N -1.17 2.34 -0.89
N -2.00 3.34 -1.14
C -1.52 4.56 -1.00
N -2.36 5.61 -1.29
C -2.81 6.43 -0.14
C -2.74 5.77 1.23
N -0.30 4.88 -0.61
N 0.50 3.88 -0.31
H -0.89 1.26 4.53
H -2.04 2.25 5.43
H -1.47 2.79 3.86
H -3.44 1.83 3.13
H -3.59 0.76 4.52
H -3.24 -0.53 2.51
H -1.76 -0.66 3.44
H -2.14 0.30 0.76
H -1.61 1.67 1.69
H -0.24 -0.99 1.75
H 0.48 0.55 2.25
H -0.40 -0.10 -0.60
H 1.15 -0.54 0.05
H 1.58 1.43 -1.11
H 1.68 1.84 0.58
H -3.14 5.26 -1.83
H -3.84 6.68 -0.31
H -2.28 7.38 -0.10
H -1.71 5.71 1.57
H -3.22 4.79 1.24
H -3.29 6.39 1.92
O 0.76 0.91 -6.45
Si 0.52 1.71 -5.02
C -0.53 3.24 -5.30
C 2.16 2.23 -4.28
C -0.35 0.61 -3.79
Si 1.42 1.19 -7.93
C 1.27 -0.32 -9.01
C 3.24 1.62 -7.76
C 0.54 2.62 -8.77
H 0.00 3.97 -5.91
H -0.78 3.71 -4.35
H -1.46 2.98 -5.81
H 2.83 1.38 -4.19
H 2.01 2.66 -3.29
H 2.65 2.99 -4.91
H 0.24 -0.28 -3.57
H -1.33 0.30 -4.16
H -0.50 1.17 -2.86
H 1.79 -1.18 -8.57
H 1.71 -0.12 -9.99
H 0.22 -0.60 -9.16
H 3.37 2.57 -7.24
H 3.70 1.70 -8.74
H 3.77 0.85 -7.19
H 0.71 3.55 -8.24
H -0.53 2.44 -8.81
H 0.91 2.74 -9.79
O 0.43 -4.84 5.39
Si 1.13 -3.57 4.61
C 0.71 -3.61 2.79
C 3.00 -3.64 4.80
C 0.54 -1.95 5.32
Si 0.44 -6.49 5.34
C -0.70 -7.19 6.64
C 2.17 -7.13 5.67
C -0.12 -7.09 3.66
H 1.15 -4.49 2.31
H 1.08 -2.72 2.28
H -0.38 -3.66 2.65
H 3.28 -3.71 5.85
H 3.46 -2.75 4.38
H 3.41 -4.51 4.28
H 0.79 -1.86 6.37
H -0.54 -1.84 5.21
H 1.01 -1.12 4.78
H -0.40 -6.89 7.64
H -0.68 -8.28 6.59
H -1.73 -6.86 6.48
H 2.86 -6.85 4.86
H 2.17 -8.22 5.74
H 2.57 -6.73 6.60
H 0.59 -6.81 2.88
H -1.09 -6.67 3.41
H -0.21 -8.18 3.66